Computed, not measured: B3F12Sn as an isolated structure in a non-equilibrium geometry, with the ωB97M-V functional and the def2-TZVPD basis.

Last column: Löwdin spin population.
Cartesian coordinates (Å):
Sn -0.8765 0.1201 2.0928  0.00
B -1.2568 2.4424 -0.5748  0.00
F -0.1876 3.2578 -0.7749  0.17
F -0.8163 1.2030 -0.9159  0.13
F -1.8433 2.4529 0.6532  0.00
F -2.1559 2.7715 -1.6151  0.13
B -0.5875 -3.1776 0.1464  0.00
F -1.6676 -3.8535 -0.3105  0.01
F -0.7552 -2.7845 1.5028  0.00
F 0.4990 -4.0208 0.0993  0.00
F -0.2981 -2.1261 -0.6852  0.03
B 1.9964 0.7716 0.0876  0.01
F 3.3230 0.4235 0.3485  0.03
F 1.5451 1.4946 1.1676  0.00
F 1.8094 1.4173 -1.0895  0.34
F 1.2719 -0.3923 -0.1324  0.17

Calculated values
**Energy**: -1487.584293 Ha
**Relative energy (zero: lowest compared OMol25 entry of this formula, charge and spin)**: 0.453 eV
**Kohn-Sham gap (alpha / beta)**: 6.16 / 3.20 eV
**Spin multiplicity**: 2

Computed, not measured: C8H15F6KNO8S3 as an isolated structure in a non-equilibrium geometry, with the ωB97M-V functional and the def2-TZVPD basis.

Last column: Löwdin charge in e.
Cartesian coordinates (Å):
K -0.8622 -0.5644 0.0959  0.81
C -1.1134 3.0803 0.8022  -0.10
C -1.8247 2.7759 -0.5275  -0.73
C -0.8471 3.0428 -1.7090  -0.10
O -2.4558 1.5893 -0.5778  -0.36
H -0.9413 4.1506 0.9444  0.06
H -0.1377 2.5581 0.8567  0.06
H -1.6906 2.6827 1.6388  0.05
H -2.5780 3.6180 -0.6250  0.11
H -0.2674 3.9539 -1.5194  0.05
H -1.4330 3.1896 -2.6200  0.05
H -0.1954 2.1778 -1.8885  0.05
C -4.2756 -3.9565 1.0957  -0.67
F -5.1309 -3.1992 0.4060  0.14
F -4.6833 -4.0329 2.3622  0.14
F -4.2356 -5.1865 0.5634  0.13
S -2.5882 -3.2491 1.0153  0.56
O -1.7221 -4.1770 1.6471  -0.26
O -2.3900 -3.0155 -0.3825  -0.32
N -2.7894 -1.7929 1.7240  -0.33
S -2.0825 -1.7659 3.1308  0.55
O -2.5371 -2.7690 4.0587  -0.29
O -0.6510 -1.5649 3.0557  -0.31
C -2.7409 -0.2220 3.8785  -0.65
F -4.0081 -0.3916 4.2854  0.13
F -1.9786 0.0799 4.9431  0.12
F -2.6980 0.8028 3.0110  0.12
O 3.7328 -1.9802 -0.8684  -0.25
S 2.8598 -0.9942 -1.4113  0.52
O 1.5157 -0.9277 -1.0073  -0.34
O 3.4446 0.4180 -1.1258  -0.24
C 4.8679 0.5986 -1.3744  -0.25
C 5.0944 2.0110 -1.8474  -0.06
C 2.8414 -1.0652 -3.1587  -0.11
H 5.2542 -0.1580 -2.0592  0.11
H 5.3682 0.4319 -0.4192  0.13
H 4.5623 2.2294 -2.7723  0.08
H 6.1670 2.1467 -1.9825  0.08
H 4.7098 2.7047 -1.1004  0.09
H 2.5478 -0.0793 -3.5147  0.08
H 2.0936 -1.8049 -3.4313  0.08
H 3.7983 -1.3448 -3.5923  0.07

Calculated values
**Energy**: -3364.259662 Ha
**Kohn-Sham gap**: 5.35 eV
**Spin multiplicity**: 1
**Net charge**: -1